No. 1
{
  "formula": "As4CsF24",
  "method": "ωB97M-V/def2-TZVPD",
  "e_above_lowest_kj_mol": 114.5,
  "charge": -3,
  "total_energy_ha": -11360.70861,
  "homo_ev": -5.531,
  "homo_lumo_gap_ev": 11.793,
  "elements": ["Cs", "As", "F", "F", "F", "F", "F", "F", "As", "F", "F", "F", "F", "F", "F", "As", "F", "F", "F", "F", "F", "F", "As", "F", "F", "F", "F", "F", "F"],
  "positions_angstrom": [[3.3962, -23.2457, -0.2670], [3.7375, -19.0464, 0.0308], [4.3722, -20.5186, -0.7469], [2.4724, -20.1099, 0.7531], [3.1200, -17.5781, 0.8046], [5.0562, -18.0246, -0.6226], [2.7754, -18.7206, -1.4515], [4.7221, -19.4400, 1.4186], [7.2799, -25.1130, -0.2746], [8.1659, -23.4732, -0.3492], [5.8916, -24.5084, -1.3049], [6.5364, -26.7756, -0.2175], [8.5528, -25.7713, 0.7709], [6.3117, -24.6696, 1.1327], [8.1616, -25.5544, -1.7602], [0.5568, -24.8433, 2.0869], [-1.2276, -25.2812, 1.9602], [0.2130, -23.3311, 1.2230], [2.2894, -24.4121, 2.2538], [0.8369, -26.4172, 2.9825], [0.9307, -25.5933, 0.4259], [0.3111, -24.0056, 3.5818], [2.0846, -23.2195, -4.5528], [1.3546, -21.8467, -3.6904], [0.8107, -24.3756, -3.9619], [2.7194, -24.6230, -5.5175], [3.3873, -22.0922, -5.1259], [3.0540, -23.7375, -3.0982], [1.0709, -22.7856, -5.9910]],
  "atomic_forces_ev_per_a": [[-0.09, 0.05, 0.02], [-0.12, -0.33, -0.85], [-0.15, 1.06, 0.15], [0.67, 1.27, -0.76], [-0.02, -1.00, -0.26], [-0.83, -0.94, 0.33], [0.71, -0.26, 1.64], [-0.17, 0.45, -0.21], [-0.31, 0.05, -0.93], [-1.50, -2.29, 0.34], [1.75, -0.60, 1.09], [0.64, 1.76, -0.28], [-0.54, 0.68, -0.67], [0.77, 0.06, -0.75], [-0.61, 0.22, 1.21], [-0.36, -1.05, -1.34], [2.22, 0.37, 0.15], [0.38, -1.03, 0.50], [-1.20, -0.57, -0.31], [-0.29, 1.82, -1.27], [-0.51, 0.73, 2.50], [-0.33, -0.37, 0.01], [-0.37, -0.65, -0.34], [0.62, -1.37, -0.43], [1.05, 1.50, -0.61], [-0.19, 1.65, 0.96], [-1.30, -1.62, 0.61], [-0.82, 0.81, -1.77], [0.89, -0.40, 1.24]],
  "nbo_charge": [0.981, 2.809, -0.645, -0.637, -0.633, -0.639, -0.620, -0.630, 2.791, -0.632, -0.638, -0.639, -0.632, -0.622, -0.624, 2.789, -0.636, -0.625, -0.642, -0.630, -0.627, -0.625, 2.788, -0.614, -0.632, -0.631, -0.622, -0.643, -0.642]
}

***

No. 2
{
  "formula": "C24H46Cl2MgN3O7SSi",
  "method": "ωB97M-V/def2-TZVPD",
  "e_above_lowest_kj_mol": 77.8,
  "charge": -1,
  "total_energy_ha": -3441.52464,
  "homo_ev": -4.334,
  "homo_lumo_gap_ev": 6.671,
  "elements": ["C", "C", "H", "H", "H", "C", "C", "H", "H", "H", "H", "Mg", "Cl", "C", "O", "N", "C", "C", "H", "H", "H", "H", "H", "H", "H", "H", "H", "C", "C", "N", "H", "C", "O", "H", "H", "H", "H", "H", "H", "C", "C", "N", "H", "C", "O", "H", "H", "H", "H", "O", "C", "C", "C", "H", "C", "H", "C", "H", "C", "C", "H", "H", "H", "Si", "Cl", "C", "C", "C", "H", "H", "H", "H", "H", "H", "H", "H", "H", "C", "S", "O", "O", "O", "H", "H", "H"],
  "positions_angstrom": [[3.1788, -2.2782, -6.6699], [2.6240, -1.5232, -7.8386], [3.0821, -3.3593, -6.8313], [2.6741, -1.9955, -5.7365], [4.2551, -2.0712, -6.5513], [2.6782, -1.9949, -9.0979], [3.2247, -3.3239, -9.4975], [2.3453, -1.3733, -9.9296], [2.8307, -4.1393, -8.8731], [4.3246, -3.3785, -9.4759], [2.9251, -3.5106, -10.5368], [-0.1725, 0.0079, -1.3076], [1.8226, -0.8988, -2.4878], [-0.3769, 2.6747, -2.4173], [-1.0188, 1.6267, -2.1637], [-0.9247, 3.7608, -2.9637], [-2.3273, 3.7145, -3.3638], [-0.0669, 4.8011, -3.5147], [0.7000, 2.7692, -2.2016], [-2.9150, 3.2777, -2.5541], [-2.4684, 3.1119, -4.2744], [-2.6394, 4.7434, -3.5595], [0.8126, 4.8988, -2.8665], [-0.6272, 5.7391, -3.5499], [0.2775, 4.5546, -4.5324], [-3.2595, 2.1040, 2.8816], [-1.0522, 1.8187, 4.3352], [-3.1107, 1.0584, 2.5850], [-1.0827, 0.7828, 3.9707], [-1.6933, 0.7232, 2.6494], [-3.4781, 0.8953, 1.5734], [-0.9896, 0.4377, 1.5477], [-1.4526, 0.4151, 0.3843], [-0.0660, 0.3845, 3.9109], [0.0712, 0.1889, 1.7274], [-3.6551, 0.4299, 3.2987], [-1.6744, 0.1897, 4.6772], [0.7855, -4.5940, -0.5483], [0.6254, -3.0507, -3.1232], [-0.2578, -4.7894, -0.8277], [-0.2790, -3.6806, -3.0501], [-0.7545, -3.7129, -1.6732], [-0.8654, -4.8140, 0.0823], [-1.2885, -2.6154, -1.1185], [-1.4749, -1.5255, -1.7102], [-1.0613, -3.2721, -3.6974], [-1.5614, -2.7327, -0.0597], [-0.3407, -5.7292, -1.3825], [-0.0473, -4.7120, -3.3380], [0.9628, -0.4372, -6.5283], [1.9736, -0.1859, -7.5023], [0.3913, 0.1140, -9.4799], [1.4755, 0.5747, -8.7266], [-0.1140, -0.8122, -9.1847], [-0.0017, 0.8196, -10.6248], [2.7621, 0.4085, -7.0101], [2.1721, 1.7253, -9.1187], [-0.8658, 0.4762, -11.1888], [0.7187, 1.9480, -11.0389], [1.8061, 2.3947, -10.2844], [3.0204, 2.0434, -8.4986], [0.4247, 2.4835, -11.9406], [2.3816, 3.2695, -10.5930], [-0.4581, 0.3185, -6.0508], [0.8445, -2.0646, 0.4814], [-1.9352, -0.3270, -6.9983], [-0.2468, 2.1565, -6.2906], [-0.6374, -0.2476, -4.3197], [-1.9609, 0.0650, -8.0240], [-2.8532, -0.0015, -6.4794], [-1.9344, -1.4276, -7.0305], [-0.5000, -1.3309, -4.2174], [-1.5745, 0.0428, -3.8343], [0.2212, 0.2114, -3.7894], [0.0145, 2.3690, -7.3420], [0.5715, 2.5356, -5.6612], [-1.1656, 2.7133, -6.0562], [3.8962, 1.2347, 2.1509], [2.6134, 1.0976, -0.1884], [2.6138, 1.4236, 1.5458], [3.4187, 2.1574, -0.7835], [1.1409, 1.3369, -0.3560], [3.7783, 1.5481, 3.1879], [4.6673, 1.8596, 1.6761], [4.2173, 0.1795, 2.1329]],
  "atomic_forces_ev_per_a": [[0.04, -0.13, 0.26], [-0.34, -0.18, -0.96], [0.00, 0.21, 0.16], [0.14, -0.13, -0.22], [-0.27, 0.01, -0.01], [0.12, 0.68, 0.65], [0.11, -0.44, -0.37], [-0.06, -0.10, 0.32], [0.17, 0.19, -0.15], [-0.25, 0.06, 0.12], [0.10, -0.19, 0.22], [1.01, -0.63, 1.18], [0.06, 0.09, -0.33], [-0.09, -1.20, 0.42], [0.49, 1.92, -0.43], [-0.40, -0.20, -0.36], [0.18, 0.07, -0.08], [0.22, -0.15, 0.05], [-0.23, -0.23, 0.10], [0.05, 0.06, -0.16], [0.02, 0.14, 0.27], [-0.14, -0.18, 0.04], [-0.21, 0.12, -0.20], [0.19, -0.08, 0.10], [-0.19, 0.09, 0.26], [-0.03, -0.08, -0.13], [0.05, -0.16, -0.07], [0.34, -0.02, 0.18], [0.07, -0.01, -0.39], [-0.65, 0.17, 0.17], [0.08, 0.02, 0.08], [0.55, -0.33, -1.39], [0.11, 0.17, 1.58], [-0.17, 0.10, 0.05], [-0.30, 0.13, -0.07], [-0.03, 0.02, -0.15], [0.13, 0.00, -0.10], [-0.21, -0.02, -0.03], [-0.28, -0.20, -0.04], [-0.18, 0.29, 0.00], [0.31, 0.17, 0.10], [-0.50, 0.26, -0.14], [0.22, -0.15, -0.12], [0.42, 0.13, 0.21], [-0.06, -0.91, -0.13], [0.14, -0.12, 0.09], [-0.14, -0.08, -0.37], [-0.08, 0.04, 0.19], [-0.08, 0.23, -0.08], [-0.12, 0.07, -0.54], [-0.17, -0.01, 0.22], [0.09, 0.30, -0.22], [0.37, -0.02, 0.26], [0.15, 0.45, -0.09], [0.30, 0.00, 0.31], [-0.21, 0.12, -0.11], [-0.21, -0.46, -0.03], [0.18, 0.07, -0.01], [-0.09, -0.14, 0.27], [0.06, 0.06, 0.05], [-0.37, 0.01, -0.38], [0.06, -0.12, 0.19], [-0.24, -0.21, 0.00], [0.50, -0.85, -0.04], [0.01, 0.23, 0.56], [-0.25, 0.21, -0.42], [-0.02, 0.40, -0.24], [0.20, 0.45, 0.09], [-0.16, -0.17, 0.16], [0.25, -0.12, -0.17], [0.04, 0.31, 0.02], [-0.04, 0.42, -0.18], [0.13, -0.07, -0.19], [-0.55, -0.41, -0.25], [-0.13, -0.02, 0.37], [-0.18, -0.11, -0.10], [0.22, -0.09, -0.02], [-0.56, 0.05, -0.40], [0.45, -1.33, 0.97], [0.49, 0.16, -0.26], [-0.07, 0.88, -0.03], [-0.43, 0.39, -0.21], [0.12, -0.02, 0.10], [-0.14, -0.12, 0.03], [-0.11, 0.23, -0.09]],
  "mulliken_charge": [-1.343, 0.194, 0.381, 0.172, 0.257, 0.118, -1.471, 0.288, 0.339, 0.294, 0.374, 2.547, -0.655, 0.212, -0.849, 0.323, -0.817, -0.852, 0.243, 0.250, 0.168, 0.374, 0.349, 0.331, 0.265, 0.315, 0.312, -0.936, -0.922, 0.263, 0.235, 0.503, -1.050, 0.265, -0.006, 0.320, 0.323, 0.352, 0.219, -0.937, -0.886, 0.274, 0.285, -0.241, -0.902, 0.251, 0.428, 0.321, 0.386, -0.079, 0.293, 0.010, -0.009, 0.711, -0.993, 0.270, -0.229, 0.399, -0.417, -0.650, 0.360, 0.365, 0.376, -0.211, -0.565, -1.167, -0.788, 0.538, 0.358, 0.401, 0.296, -0.664, 0.454, -0.407, 0.318, 0.156, 0.407, -0.771, 0.516, -0.267, -0.674, -0.784, 0.208, 0.302, 0.276]
}